DFT (ωB97M-V/def2-TZVPD) results for C4H12NOS2 in the gas phase at a distorted geometry.

Geometry as ORCA input:
```
! RIJCOSX wB97M-V def2-TZVPD def2/J DEFGRID3
* xyz 0 2
N 1.4404 1.3531 -0.8143
C -0.1104 0.9890 -0.6849
C -0.6695 1.2140 -2.0985
O 0.0016 2.3637 -2.5558
C -0.3254 -0.3569 -0.0870
S 0.4885 -0.4404 1.6239
S 0.9811 -2.2692 2.1135
C -0.3063 -2.8776 3.1278
H 1.8634 0.6239 -1.4535
H 1.9972 1.4200 0.0162
H 1.4750 2.3486 -1.3575
H -0.5684 1.7584 -0.0793
H -0.5229 0.3147 -2.9895
H -1.7381 1.5145 -1.9479
H -0.6009 3.1942 -2.7440
H 0.1678 -1.1807 -0.5414
H -1.3927 -0.5352 0.1684
H -0.1785 -4.0461 3.5413
H -1.4388 -2.9689 2.6558
H -0.5631 -2.4191 4.1069
*
```

Output
relative energy (zero: lowest compared OMol25 entry of this formula, charge and spin)	281.47	kJ/mol
HOMO energy (spin up / spin down)	-3.267 / -9.141	eV
HOMO-LUMO gap (spin up / spin down)	3.896 / 9.624	eV